ORCA calculation (ωB97M-V/def2-TZVPD) on a 12-piece molecular cluster, C32H64Cl4O30 overall at a distorted geometry.

Positions of all 130 atoms, in Å:
C  -4.04157  -19.26326  15.18564
O  -4.00857  -17.98012  14.57427
C  -5.12800  -17.60906  13.91326
O  -6.25547  -17.93398  14.16905
O  -4.81282  -16.76954  12.98933
C  -5.76742  -16.26453  12.06547
H  -4.14674  -19.97103  14.36914
H  -4.82065  -19.33622  15.96036
H  -3.09084  -19.35183  15.64928
H  -6.38036  -15.50355  12.54819
H  -6.43892  -17.02277  11.87151
H  -5.17753  -15.85649  11.23814
C  -9.90437  -27.21069  8.96096
O  -9.53350  -27.14173  7.56248
C  -8.54439  -26.32421  7.33904
O  -7.93115  -25.62903  8.10500
O  -8.20898  -26.37149  6.05848
C  -7.10166  -25.54665  5.67836
H  -8.96813  -27.11812  9.53975
H  -10.44442  -28.14862  9.07303
H  -10.63424  -26.38591  9.27448
H  -6.80798  -25.88105  4.66242
H  -6.30712  -25.67566  6.30364
H  -7.47849  -24.55531  5.58793
C  -9.84507  -14.23476  11.10917
O  -10.15600  -14.91640  12.32161
C  -9.63045  -16.12128  12.41805
O  -8.83558  -16.61793  11.65156
O  -10.08652  -16.77546  13.47633
C  -9.51951  -18.06988  13.70444
H  -10.63497  -13.46949  11.07601
H  -9.99814  -14.85368  10.26452
H  -8.88303  -13.77710  11.12679
H  -10.10814  -18.47355  14.49868
H  -8.52229  -17.84669  13.97906
H  -9.61069  -18.69714  12.80215
C  -15.39595  -17.82716  8.18204
O  -14.65079  -16.73635  8.67269
C  -13.54845  -16.92014  9.39969
O  -12.63583  -16.10212  9.38706
O  -13.50502  -18.06591  10.16303
C  -12.18871  -18.43209  10.59891
H  -14.73186  -18.54319  7.84812
H  -16.03057  -17.39828  7.41566
H  -16.06877  -18.30467  8.92439
H  -12.19550  -19.52893  10.77370
H  -11.86453  -17.89250  11.47493
H  -11.45957  -18.15928  9.83440
C  -8.15337  -25.37768  12.53727
O  -6.91086  -25.61163  13.15904
C  -6.02689  -24.58818  13.23440
O  -6.21791  -23.43580  12.85537
O  -4.88237  -24.99144  13.76202
C  -4.55153  -26.33974  14.20378
H  -8.80769  -24.81273  13.16869
H  -8.57205  -26.28839  12.19610
H  -8.05409  -24.77191  11.61626
H  -5.13187  -27.11962  13.66935
H  -4.67416  -26.47079  15.26272
H  -3.48859  -26.46464  13.88937
C  -8.69664  -18.33248  8.63221
O  -9.28014  -17.00054  8.43119
C  -10.25791  -16.99926  7.52098
O  -10.77617  -17.96297  7.01923
O  -10.63191  -15.74079  7.39104
C  -11.50677  -15.16901  6.38152
H  -7.92255  -18.39677  7.77268
H  -9.52847  -18.96271  8.66542
H  -8.12095  -18.32251  9.52476
H  -11.82291  -15.96247  5.61891
H  -10.84565  -14.40695  5.88484
H  -12.31872  -14.65883  6.87281
C  -8.35507  -22.37019  14.91465
O  -9.36264  -22.38586  15.94273
C  -9.98833  -23.54151  16.05832
O  -9.69703  -24.53546  15.38769
O  -10.89438  -23.50065  16.95802
C  -11.64117  -24.63239  17.25249
H  -8.86030  -22.52757  13.96167
H  -7.51866  -23.08753  15.04224
H  -7.97415  -21.34309  14.91162
H  -12.37141  -24.78824  16.46586
H  -12.12626  -24.38034  18.23074
H  -11.02354  -25.51728  17.32440
C  -9.25402  -21.76647  7.73913
O  -7.92096  -21.46485  8.12767
C  -7.80452  -21.15080  9.42863
O  -8.68075  -21.05385  10.21443
O  -6.45620  -21.06385  9.70696
C  -6.07631  -21.00977  11.08723
H  -9.48336  -22.76699  8.12953
H  -9.32744  -21.68886  6.64249
H  -10.00759  -21.15003  8.25461
H  -6.70193  -21.71032  11.65028
H  -6.22305  -20.06865  11.59912
H  -5.06453  -21.29026  11.13482
C  -4.63497  -29.06706  8.54430
O  -4.95851  -27.78654  9.03844
C  -5.95909  -27.78622  9.93892
O  -6.55222  -28.76728  10.25439
O  -6.26446  -26.65321  10.46809
C  -5.57202  -25.52770  9.89872
H  -5.03504  -29.05056  7.54515
H  -5.08411  -29.84566  9.13844
H  -3.57499  -29.13972  8.54740
H  -6.32675  -24.72015  9.87866
H  -5.18464  -25.71128  8.94572
H  -4.72817  -25.31052  10.58958
C  -8.95026  -18.79936  3.38695
O  -9.70100  -19.63207  4.24722
C  -10.93021  -19.24700  4.41329
O  -11.42657  -18.27008  3.84952
O  -11.53808  -20.03425  5.26363
C  -12.84297  -19.59681  5.60108
H  -8.87754  -17.84879  3.82765
H  -9.53752  -18.66667  2.46624
H  -8.01186  -19.29875  3.23366
H  -13.23417  -20.14567  6.44098
H  -13.59397  -19.70397  4.75224
H  -12.88183  -18.51981  5.82440
Cl  -3.22936  -18.36673  10.49035
C  -3.82656  -19.07626  9.05284
Cl  -3.67406  -18.16765  7.58841
H  -3.51238  -20.06852  8.80431
H  -4.90464  -19.20341  9.18756
Cl  -3.77731  -23.54474  6.83372
C  -5.15595  -22.33028  6.67498
Cl  -5.97215  -22.32047  5.07358
H  -5.93123  -22.56199  7.38495
H  -4.81009  -21.31421  6.88833

Properties
- LUMO (eV) = 0.42
- HOMO level (eV) = -10.51
- structure (SMILES) = COC(=O)OC.COC(=O)OC.COC(=O)OC.COC(=O)OC.COC(=O)OC.COC(=O)OC.COC(=O)OC.COC(=O)OC.COC(=O)OC.COC(=O)OC.ClCCl.ClCCl

ORCA calculation (ωB97M-V/def2-TZVPD) on a 10-piece molecular cluster, C32H64F5N2O29P3 overall at a distorted geometry.

Positions of all 135 atoms, in Å:
O  -4.63931  -3.55926  3.88125
C  -3.71991  -3.04599  3.33765
O  -3.79971  -2.56095  2.08839
C  -2.45863  -2.39455  1.56138
C  -1.61099  -2.37219  2.83753
F  -1.25434  -1.08933  3.12249
O  -2.47075  -2.85664  3.82711
H  -2.43630  -3.31611  0.98273
H  -2.36687  -1.45753  1.02303
H  -0.69704  -2.93529  2.64767
O  -1.58135  1.61283  5.11965
C  -2.73114  1.64197  4.81581
O  -3.49517  0.54218  4.69806
C  -4.79774  0.88374  4.26806
C  -4.82012  2.43480  4.37220
F  -5.70836  2.86870  5.30588
O  -3.52872  2.73525  4.78079
H  -4.87253  0.52225  3.23851
H  -5.58061  0.42893  4.87439
H  -5.12417  2.78232  3.38240
O  1.72416  -0.51451  -5.09937
C  2.65925  0.07334  -5.50447
O  2.61567  1.14134  -6.32151
C  3.93783  1.66151  -6.53688
C  4.83940  0.57206  -5.95357
F  5.76599  1.14238  -5.14113
O  3.95799  -0.25081  -5.24446
H  4.17615  1.87477  -7.57465
H  3.85283  2.54632  -5.90468
H  5.35721  -0.03052  -6.69746
O  3.04196  2.40770  -3.29585
C  3.66105  2.57819  -2.29212
O  3.32582  2.12602  -1.09242
C  4.18959  2.65473  -0.10360
C  5.37669  3.13637  -0.95421
F  6.32613  2.12798  -0.92220
O  4.82813  3.26637  -2.22789
H  3.75968  3.53372  0.38245
H  4.54662  2.01639  0.69923
H  5.81993  4.03783  -0.53484
O  -8.09738  -0.82028  2.53843
C  -7.45706  -0.86954  1.54731
O  -7.76869  -1.51884  0.40038
C  -6.59764  -1.68820  -0.37540
C  -5.69824  -0.57075  0.11298
F  -5.69140  0.47422  -0.76095
O  -6.33005  -0.15985  1.31416
H  -6.14670  -2.64532  -0.10504
H  -6.80096  -1.60299  -1.43789
H  -4.67228  -0.86054  0.32486
C  4.55751  6.07822  4.77304
O  3.29969  5.61894  4.28672
P  3.32596  4.53960  3.12389
O  4.18536  3.35802  3.33199
O  1.82048  4.05710  2.94206
C  1.18571  3.17761  3.88871
O  3.67019  5.38635  1.79854
C  3.07313  6.65627  1.57434
H  4.58104  7.16910  4.73210
H  5.42348  5.76484  4.18513
H  4.69970  5.73749  5.79678
H  0.26336  3.55605  4.31378
H  1.87424  2.87790  4.68095
H  1.04954  2.25451  3.32335
H  2.46668  6.66759  0.67234
H  3.84911  7.41324  1.42123
H  2.53940  7.08121  2.42536
C  -2.05201  -6.37313  2.24576
O  -0.91320  -6.65214  1.40730
P  0.31725  -5.64846  1.22738
O  0.95509  -5.22797  2.46992
O  -0.29870  -4.42465  0.38620
C  0.55837  -3.44122  -0.19863
O  1.28487  -6.33667  0.19076
C  0.81092  -7.06663  -0.93262
H  -2.33494  -5.34014  2.03854
H  -1.77876  -6.43885  3.29746
H  -2.83133  -7.07925  1.98613
H  0.59986  -2.56686  0.45183
H  0.09066  -3.13404  -1.13430
H  1.55383  -3.82502  -0.41905
H  1.06995  -8.12465  -0.83225
H  1.30244  -6.77598  -1.85938
H  -0.27561  -7.05401  -1.00562
C  -2.10573  2.22596  1.71854
O  -1.57935  2.38373  0.41758
P  -1.39642  1.01741  -0.43175
O  -2.60623  0.18624  -0.59520
O  -0.65483  1.49033  -1.76415
C  -0.27773  0.51340  -2.74598
O  -0.33983  0.21413  0.46962
C  1.04621  0.56935  0.42782
H  -2.05626  1.20345  2.10211
H  -3.16381  2.49770  1.80993
H  -1.58165  2.89879  2.39683
H  -0.24413  -0.53691  -2.45115
H  0.70859  0.88967  -3.01718
H  -0.92268  0.51302  -3.62565
H  1.51942  -0.22408  -0.15005
H  1.51069  0.56648  1.41575
H  1.20587  1.57795  0.05246
C  -1.55225  -1.52510  -9.44635
O  -1.13690  -0.53428  -8.52921
C  -1.67925  0.74866  -8.78445
C  -0.92503  1.81254  -7.99454
C  -1.23754  1.92707  -6.51538
N  -1.20005  3.11453  -8.61741
H  -1.21564  -2.45820  -9.00455
H  -1.12884  -1.39216  -10.44684
H  -2.63685  -1.53128  -9.59088
H  -1.54458  0.94434  -9.85337
H  -2.73888  0.78860  -8.51152
H  0.15676  1.62585  -8.03876
H  -2.26505  2.25973  -6.38369
H  -0.40986  2.35123  -5.94646
H  -1.13058  0.90494  -6.11962
H  -0.66705  3.15069  -9.48227
H  -0.88518  3.90512  -8.07130
C  0.21141  -1.81496  6.19893
O  1.51233  -1.69621  5.67139
C  1.95338  -2.96257  5.14474
C  2.96936  -2.58242  4.07364
C  2.24546  -1.92779  2.88315
N  3.71356  -3.75399  3.56084
H  0.06273  -2.71734  6.80385
H  -0.51310  -1.87430  5.37673
H  -0.10627  -0.95362  6.78641
H  2.37809  -3.51876  5.98502
H  1.17830  -3.59909  4.70445
H  3.65027  -1.83472  4.48197
H  1.70671  -2.71991  2.35722
H  2.93947  -1.51620  2.14165
H  1.60642  -1.08890  3.16369
H  3.16808  -4.60379  3.40928
H  3.72728  -3.50285  2.57018

Properties
- LUMO (eV) = 0.31
- HOMO level (eV) = -8.97
- structure (SMILES) = O=C1OC[C@@H](F)O1.O=C1OC[C@@H](F)O1.O=C1OC[C@@H](F)O1.O=C1OC[C@@H](F)O1.O=C1OC[C@@H](F)O1.COP(=O)(OC)OC.COP(=O)(OC)OC.COP(=O)(OC)OC.COC[C@H](C)N.COC[C@H](C)N

| no. | DFT total energy (eV) |
| --- | --- |
| 1 | -145734.3037 |
| 2 | -138039.4602 |